Here is a cluster of 2 separate species, C3H3IO2 in total from OMol25. Energies are from wB97M-V/def2-TZVPD.

Computed properties:
energy relative to the best compared isomer or geometry (same formula, charge and spin) = 438.8 kJ/mol
gap between HOMO and LUMO (spin up / spin down) = 5.94 / 7.38 eV
HOMO level (spin up / spin down) = -5.81 / -9.76 eV

The geometry in ORCA input format:
```
! RIJCOSX wB97M-V def2-TZVPD def2/J DEFGRID3
* xyz 0 3
O -0.40 -0.27 2.84
O -1.53 0.02 -1.07
H -0.30 -1.41 -2.01
H -1.85 -0.12 -0.16
I 1.33 1.12 0.44
C -0.87 0.57 2.28
C 0.91 -0.52 -0.84
C -0.30 -0.61 -1.30
H 3.00 1.21 -0.19
*
```

Okay, here come the natural (NBO) numbers, in e, for every atom: number 1, O, carries -0.496; number 2, O, carries -0.690; number 3, H, carries 0.195; number 4, H, carries 0.499; number 5, I, carries 0.396; number 6, C, carries 0.412; number 7, C, carries -0.098; number 8, C, carries -0.046; number 9, H, carries -0.171



Here is a cluster of 3 separate species, C16H25BClF3N3O6 in total from OMol25. Energies are from wB97M-V/def2-TZVPD.

Computed properties:
gap between HOMO and LUMO = 6.73 eV
HOMO level = -11.52 eV

The geometry in ORCA input format:
```
! RIJCOSX wB97M-V def2-TZVPD def2/J DEFGRID3
* xyz 1 1
O 1.18 -2.57 2.19
C 2.05 -2.81 3.02
H -1.49 -2.52 2.78
O -3.53 -0.47 4.00
H 4.41 2.96 -3.35
N 3.36 -2.68 2.81
H -0.72 0.88 -0.86
H -0.39 -1.25 3.07
N -2.49 0.29 1.90
C -1.49 0.20 0.99
C 4.18 1.63 -1.19
C -3.10 -0.38 -3.03
H 3.84 -3.31 4.75
H 3.41 -1.24 1.29
C -2.57 1.86 -0.34
H 3.00 2.16 -4.07
H 1.11 1.91 -2.35
H -3.83 -0.92 -3.62
H -4.41 1.07 -2.14
C -2.59 2.70 -1.59
H 4.93 -2.09 4.06
F -1.99 0.14 -5.01
H -4.14 1.25 -3.84
H 3.48 -2.91 0.73
O -3.02 -1.04 -1.78
H -2.17 -1.48 -1.68
H -4.26 -1.08 3.82
H 1.57 1.98 -0.63
C 4.34 -2.98 3.84
C 3.35 2.74 -3.21
O 4.06 1.00 -0.16
C -1.51 0.98 -0.15
O -2.50 3.88 -1.54
H -0.68 -0.49 1.14
N 3.16 1.97 -1.99
H 1.78 0.47 -1.54
H -1.25 -1.87 4.43
H -4.28 1.21 2.46
H 5.16 1.99 -1.55
C -1.81 -0.43 -3.82
F -1.44 -1.70 -4.02
F -0.79 0.17 -3.19
H 1.81 -3.16 4.03
C 1.82 1.56 -1.61
C -3.51 1.14 1.72
Cl -4.89 2.99 0.39
O -2.61 2.02 -2.76
C -3.64 1.03 -2.91
B -2.48 -0.61 3.14
C 3.82 -2.22 1.51
H 4.90 -2.17 1.50
C -3.57 1.94 0.61
C -1.35 -1.63 3.38
H 2.79 3.67 -3.16
H 5.01 -3.77 3.50
*
```

Okay, here come the natural (NBO) numbers, in e, for every atom: number 1, O, carries -0.693; number 2, C, carries 0.532; number 3, H, carries 0.288; number 4, O, carries -0.913; number 5, H, carries 0.220; number 6, N, carries -0.403; number 7, H, carries 0.255; number 8, H, carries 0.275; number 9, N, carries -0.522; number 10, C, carries 0.099; number 11, C, carries 0.534; number 12, C, carries -0.023; number 13, H, carries 0.212; number 14, H, carries 0.231; number 15, C, carries -0.055; number 16, H, carries 0.200; number 17, H, carries 0.206; number 18, H, carries 0.211; number 19, H, carries 0.209; number 20, C, carries 0.770; number 21, H, carries 0.206; number 22, F, carries -0.302; number 23, H, carries 0.231; number 24, H, carries 0.212; number 25, O, carries -0.709; number 26, H, carries 0.487; number 27, H, carries 0.530; number 28, H, carries 0.206; number 29, C, carries -0.401; number 30, C, carries -0.401; number 31, O, carries -0.637; number 32, C, carries -0.145; number 33, O, carries -0.461; number 34, H, carries 0.268; number 35, N, carries -0.427; number 36, H, carries 0.210; number 37, H, carries 0.269; number 38, H, carries 0.265; number 39, H, carries 0.118; number 40, C, carries 0.958; number 41, F, carries -0.314; number 42, F, carries -0.326; number 43, H, carries 0.112; number 44, C, carries -0.427; number 45, C, carries 0.090; number 46, Cl, carries 0.117; number 47, O, carries -0.499; number 48, C, carries -0.104; number 49, B, carries 1.170; number 50, C, carries -0.423; number 51, H, carries 0.214; number 52, C, carries -0.067; number 53, C, carries -1.060; number 54, H, carries 0.201; number 55, H, carries 0.206



Here is a cluster of 3 separate species, C34H77N3O9P3 in total from OMol25. Energies are from wB97M-V/def2-TZVPD.

Computed properties:
gap between HOMO and LUMO = 7.62 eV
HOMO level = -9.93 eV

The geometry in ORCA input format:
```
! RIJCOSX wB97M-V def2-TZVPD def2/J DEFGRID3
* xyz 1 1
H 0.21 -6.24 0.05
C 1.54 6.30 -0.56
H 0.03 2.27 5.08
O 3.75 7.51 1.73
H 1.07 3.83 -3.95
H 2.29 2.51 -3.86
H -0.85 2.64 -4.44
C 0.27 -1.32 0.32
H 0.06 -8.51 -1.02
H -1.98 -7.67 -5.91
C -2.55 1.45 6.40
O 4.86 -3.55 -0.17
H -3.05 -3.31 -0.38
C -1.32 4.20 7.81
C -2.25 -2.35 -3.62
H 1.63 7.36 -0.33
O -0.87 2.76 3.26
C -1.90 1.79 3.42
H -1.42 -6.97 0.06
C 0.93 -3.64 -2.23
H -1.83 1.75 -3.20
H 1.65 1.41 -1.13
H 1.53 -6.76 -5.22
H -0.29 1.59 0.58
H -2.72 3.38 5.77
H 1.90 5.76 2.31
O 0.18 5.91 -0.47
H -4.07 -5.88 -0.12
H 1.40 -1.34 2.27
H 2.21 -2.28 0.01
C 0.95 -5.80 -5.30
C 1.22 -3.95 -3.78
H 1.15 8.12 1.60
N -3.17 2.50 5.59
P 2.17 -4.70 -1.33
H -1.20 -8.00 -2.24
C -2.57 -4.26 -0.02
C 0.04 -3.12 -4.51
H -1.06 -6.56 -7.78
H -1.76 -0.49 0.38
H -1.25 -0.78 -1.32
C 0.38 2.06 -2.73
C 1.25 -2.07 -2.06
H 0.74 3.62 4.18
C -3.54 -5.30 0.68
C 1.76 6.67 2.90
H -1.29 5.23 0.71
H -0.92 -2.85 -1.54
H -3.48 3.20 3.68
H 0.11 -2.00 -4.49
C 0.57 1.53 -1.47
H -1.00 7.63 1.22
C -0.86 -0.41 -0.32
H 0.56 -7.39 -2.35
H -2.07 4.41 8.57
H 2.11 -0.63 -0.66
H 1.51 -5.00 -5.87
C -0.44 6.87 1.77
O 4.33 -2.91 -2.73
H -0.78 -7.79 -4.49
H 3.09 8.28 3.56
C -0.43 -6.12 -6.01
H 3.79 6.66 3.56
C -0.29 5.65 0.85
H 4.81 -2.59 -0.03
H -0.24 -0.57 2.38
C 3.62 8.82 1.18
H 0.40 -1.43 -2.46
H 4.37 8.92 0.39
H 2.14 -1.76 -2.69
C 1.53 -1.61 -0.59
H -0.63 0.85 -4.33
H -0.22 -2.31 0.59
H -1.49 0.87 3.85
H -1.78 -1.33 -3.51
H -1.05 -5.18 -6.20
O 0.74 -5.30 -3.95
C -0.30 -7.65 -1.67
H 2.19 5.70 0.07
O 5.18 -5.29 -2.18
C -1.12 -3.46 -3.45
H -1.64 -4.38 -3.85
H -1.65 1.04 5.93
H -0.40 4.74 8.07
C -3.17 2.26 4.14
H -1.07 6.57 2.61
H 3.81 9.59 1.93
C 0.67 -0.67 1.73
H 1.44 6.36 3.90
H -0.80 3.86 4.99
O -1.00 2.82 7.74
H -2.97 2.40 8.33
H -0.16 -3.33 -5.59
H 6.08 -4.91 -2.15
C -0.53 1.13 -0.43
H 2.65 8.98 0.72
H -3.26 0.63 6.52
H -4.24 -4.74 1.36
C 3.13 7.34 3.00
N 0.74 7.54 2.33
H 2.00 3.61 -2.41
C -0.20 3.13 4.45
H -3.06 -2.57 -2.86
C -0.82 1.77 -3.69
P 4.21 -3.98 -1.67
H -1.66 4.60 6.85
N -0.55 -3.68 -2.04
C -1.36 -7.09 -5.16
H -1.81 -3.94 0.77
H 0.30 4.85 1.31
H 1.86 6.17 -1.60
H 1.14 0.35 1.58
H -1.81 1.08 8.36
H 2.20 -6.01 -1.94
H -1.49 1.65 -0.76
H -2.73 -2.42 -4.64
H -3.97 1.54 3.93
P -1.53 -5.04 -1.43
H -2.13 -6.50 -4.55
H -2.20 1.52 2.40
O -0.22 -6.71 -7.32
H -2.91 -5.96 1.34
C 1.51 3.05 -3.25
H 2.24 -3.68 -4.18
C -2.13 1.95 7.79
C -0.67 -6.48 -0.64
*
```

Löwdin population analysis, charges in e, atoms 1 to 99: number 1, H, carries 0.060; number 2, C, carries -0.098; number 3, H, carries 0.089; number 4, O, carries -0.189; number 5, H, carries 0.080; number 6, H, carries 0.083; number 7, H, carries 0.078; number 8, C, carries -0.348; number 9, H, carries 0.088; number 10, H, carries 0.092; number 11, C, carries -0.209; number 12, O, carries -0.205; number 13, H, carries 0.074; number 14, C, carries -0.109; number 15, C, carries -0.034; number 16, H, carries 0.065; number 17, O, carries -0.200; number 18, C, carries -0.230; number 19, H, carries 0.084; number 20, C, carries -0.522; number 21, H, carries 0.076; number 22, H, carries 0.107; number 23, H, carries 0.148; number 24, H, carries 0.097; number 25, H, carries 0.063; number 26, H, carries 0.091; number 27, O, carries -0.186; number 28, H, carries 0.078; number 29, H, carries 0.085; number 30, H, carries 0.087; number 31, C, carries -0.105; number 32, C, carries -0.270; number 33, H, carries 0.063; number 34, N, carries -0.050; number 35, P, carries 0.933; number 36, H, carries 0.068; number 37, C, carries -0.394; number 38, C, carries -0.045; number 39, H, carries 0.097; number 40, H, carries 0.118; number 41, H, carries 0.084; number 42, C, carries -0.289; number 43, C, carries -0.146; number 44, H, carries 0.086; number 45, C, carries -0.148; number 46, C, carries -0.214; number 47, H, carries 0.119; number 48, H, carries 0.106; number 49, H, carries 0.124; number 50, H, carries 0.108; number 51, C, carries -0.094; number 52, H, carries 0.123; number 53, C, carries -0.179; number 54, H, carries 0.037; number 55, H, carries 0.093; number 56, H, carries 0.115; number 57, H, carries 0.141; number 58, C, carries -0.185; number 59, O, carries -0.357; number 60, H, carries 0.071; number 61, H, carries 0.122; number 62, C, carries -0.365; number 63, H, carries 0.121; number 64, C, carries -0.220; number 65, H, carries 0.077; number 66, H, carries 0.076; number 67, C, carries -0.110; number 68, H, carries 0.105; number 69, H, carries 0.093; number 70, H, carries 0.126; number 71, C, carries -0.177; number 72, H, carries 0.071; number 73, H, carries 0.112; number 74, H, carries 0.098; number 75, H, carries 0.064; number 76, H, carries 0.128; number 77, O, carries -0.216; number 78, C, carries -0.157; number 79, H, carries 0.087; number 80, O, carries -0.197; number 81, C, carries -0.343; number 82, H, carries 0.092; number 83, H, carries 0.091; number 84, H, carries 0.094; number 85, C, carries -0.186; number 86, H, carries 0.111; number 87, H, carries 0.092; number 88, C, carries -0.059; number 89, H, carries 0.117; number 90, H, carries 0.066; number 91, O, carries -0.189; number 92, H, carries 0.123; number 93, H, carries 0.124; number 94, H, carries 0.081; number 95, C, carries -0.172; number 96, H, carries 0.061; number 97, H, carries 0.122; number 98, H, carries 0.087; number 99, C, carries -0.203



Here is a structure of composition C7H14ClNOS from OMol25. Energies are from wB97M-V/def2-TZVPD.

Computed properties:
energy relative to the best compared isomer or geometry (same formula, charge and spin) = 268.6 kJ/mol
gap between HOMO and LUMO = 8.97 eV
HOMO level = -8.32 eV

The geometry in ORCA input format:
```
! RIJCOSX wB97M-V def2-TZVPD def2/J DEFGRID3
* xyz 0 1
O 2.94 -1.42 -1.72
H -3.04 -0.61 -1.59
S 4.46 0.32 -0.52
H 1.12 1.54 -0.38
H -2.79 2.00 -0.29
Cl 0.43 -2.13 0.70
H -0.68 -0.05 -1.05
H -1.91 -2.04 0.95
C 2.98 -0.64 -0.80
C 1.44 0.95 0.47
H -1.43 -2.42 -0.71
H 0.99 -1.03 -0.25
H 1.75 0.93 2.56
C -1.23 -1.76 0.14
C 1.82 -0.48 0.19
H -3.52 -0.28 0.08
C -2.80 0.01 -0.71
H -1.13 0.33 0.61
H 1.15 2.53 1.85
N -2.90 1.41 -1.11
C -1.38 -0.30 -0.25
H 4.00 1.04 0.52
C 1.45 1.50 1.69
H 2.11 -0.98 1.12
H -3.82 1.60 -1.48
*
```

Okay, here come the natural (NBO) numbers, in e, for every atom: number 1, O, carries -0.547; number 2, H, carries 0.188; number 3, S, carries -0.038; number 4, H, carries 0.209; number 5, H, carries 0.351; number 6, Cl, carries -0.007; number 7, H, carries 0.216; number 8, H, carries 0.217; number 9, C, carries 0.455; number 10, C, carries -0.170; number 11, H, carries 0.217; number 12, H, carries 0.243; number 13, H, carries 0.194; number 14, C, carries -0.355; number 15, C, carries -0.580; number 16, H, carries 0.161; number 17, C, carries -0.208; number 18, H, carries 0.216; number 19, H, carries 0.204; number 20, N, carries -0.825; number 21, C, carries -0.442; number 22, H, carries 0.137; number 23, C, carries -0.419; number 24, H, carries 0.222; number 25, H, carries 0.360



Here is a structure of composition C5H9NO from OMol25. Energies are from wB97M-V/def2-TZVPD.

Computed properties:
energy relative to the best compared isomer or geometry (same formula, charge and spin) = 446.1 kJ/mol
gap between HOMO and LUMO = 9.33 eV
HOMO level = -8.43 eV

The geometry in ORCA input format:
```
! RIJCOSX wB97M-V def2-TZVPD def2/J DEFGRID3
* xyz 0 1
O -1.66 -1.20 0.32
H -1.24 -1.88 0.86
N 1.28 -0.70 -0.91
H 1.65 1.15 0.01
C -0.08 -0.21 -1.23
H 1.39 -1.70 -0.84
C 1.73 0.09 0.26
H 2.74 -0.17 0.56
C -1.22 1.11 0.74
H 0.02 0.76 -1.73
H -0.60 -0.90 -1.89
H -0.54 1.96 0.56
H -1.36 1.00 1.82
C -0.67 -0.19 0.18
H -2.19 1.34 0.29
C 0.62 -0.68 0.84
*
```

Okay, here come the natural (NBO) numbers, in e, for every atom: number 1, O, carries -0.730; number 2, H, carries 0.484; number 3, N, carries -0.499; number 4, H, carries 0.194; number 5, C, carries -0.242; number 6, H, carries 0.414; number 7, C, carries -0.335; number 8, H, carries 0.216; number 9, C, carries -0.629; number 10, H, carries 0.197; number 11, H, carries 0.230; number 12, H, carries 0.201; number 13, H, carries 0.222; number 14, C, carries 0.101; number 15, H, carries 0.226; number 16, C, carries -0.050



no.,strongest force on any atom (eV/Å)
1,2.5
2,1.1
3,5.1
4,10.0
5,0.3